No. 1
Molecular formula: C7H18ClIO2PZr
Method: DFT, wB97M-V/def2-TZVPD

Values from the calculation:
**Highest occupied orbital energy (alpha / beta)**: -0.69517 / -0.69516 Eh
**F_max**: 0.1473 Eh/bohr
**Charge**: +3
**Gap between HOMO and LUMO (alpha / beta)**: 4.570 / 4.569 eV

Element x y z (Å)
I -3.61884 1.80887 1.16071
Zr 0.02671 -0.65696 -0.62532
Cl 0.86863 -1.10956 1.50979
P 2.12168 0.42568 -1.25704
O -0.70121 2.60755 -1.26651
O -2.09080 -1.17652 0.19731
C 2.35929 1.86151 -2.33945
C -1.60121 1.66975 1.78344
C 2.51441 -1.02645 -2.24286
C -2.27228 -2.19264 1.33908
C 3.28104 0.68254 0.07461
C -0.39520 1.51599 -0.95612
C -3.71959 -2.05917 1.78250
H -2.13751 -3.16405 0.87821
H 3.16705 1.73064 0.42459
H 4.26764 0.56778 -0.39388
H -3.85185 -2.83996 2.53643
H 3.59106 -0.96565 -2.36958
H 2.06075 -0.93944 -3.24171
H 1.61736 1.80278 -3.17650
H 3.43132 1.76298 -2.69496
H 2.24714 -1.97567 -1.74384
H -1.57569 0.94704 2.58916
H -0.87779 1.28978 0.98320
H -4.45720 -2.07343 0.98167
H -3.79737 -1.12495 2.32455
H -1.55214 -2.12200 2.16894
H -1.31253 2.63957 2.11539
H -2.94882 -0.59727 0.26811
H 3.14233 -0.06184 0.88125
H 2.21360 2.77309 -1.69118


No. 2
Molecular formula: C7H18F7HfN8O23S5
Method: DFT, wB97M-V/def2-TZVPD

Values from the calculation:
**Highest occupied orbital energy (alpha / beta)**: -0.57107 / -0.57107 Eh
**2S+1**: 2
**F_max**: 0.2307 Eh/bohr
**<S²>**: 0.760
**Charge**: +2
**Gap between HOMO and LUMO (alpha / beta)**: 5.883 / 3.226 eV

Element x y z (Å)
Hf -1.33128 -2.06828 2.02973
S 0.70807 0.61180 0.35856
S -1.50538 -5.39928 0.50388
S 1.23189 -1.45202 -0.33935
S -2.93065 -0.66264 4.90604
S -0.74349 0.17644 4.78042
F -3.98905 -1.70705 4.29804
F -0.94715 -6.72396 -1.71510
F 0.79403 -6.11778 -0.72532
F 0.94993 -2.98975 -0.00083
F -0.30530 -4.60577 -1.82684
F -0.24408 1.11893 1.50119
F 0.58106 -0.46675 4.17063
O 2.66603 -1.43085 -0.05701
O -1.48483 -6.59380 1.47169
O 0.70884 -1.42024 -1.73459
O 4.71471 -1.49095 2.38056
O -4.60027 0.40554 1.53644
O 1.30756 1.72783 -5.09231
O 2.97874 0.75426 -2.47638
O 0.13028 3.78146 0.17390
O -1.00699 -4.17415 1.14922
O 0.16514 1.19797 -0.87259
O -2.87115 -1.12779 6.33631
O 4.53541 0.70138 -0.93150
O -2.84949 -5.12690 -0.00700
O 1.98175 1.11584 0.85279
O -0.13171 3.05362 -4.21416
O -0.69607 1.46034 4.17031
O -3.56532 0.61289 4.55038
O -0.43869 0.04114 6.17433
O -2.08089 -1.88327 -0.29007
O -2.78844 -0.27755 -1.58514
O -2.54860 -0.04678 1.48194
O 2.66504 -0.82585 2.65604
O 1.94706 4.11355 -0.90846
N 0.73490 4.28048 -0.76265
N 3.95339 1.20103 -1.89046
N -3.42705 0.74757 1.38797
N 3.85990 -0.59545 2.50067
N -1.75913 -1.05061 3.92677
N 0.21887 -1.02816 0.77292
N 0.22164 1.92958 -4.58498
N -2.57482 -1.44185 -1.35215
C 4.59606 2.41449 -2.50643
C -0.41233 -5.73997 -1.02401
C 4.34047 0.80588 2.48835
C -2.89992 -2.44999 -2.44499
C -0.72602 0.80836 -4.49922
C 0.04418 5.19402 -1.66742
C -3.21801 2.21072 1.20397
H 4.34017 1.12947 1.44748
H 5.00249 2.11634 -3.47287
H -4.08135 2.68979 0.74221
H 3.79416 3.12794 -2.69630
H -2.06155 -2.40503 -3.14013
H 3.51232 1.35615 2.93496
H -2.40337 2.25884 0.48137
H -2.96748 2.48877 2.22770
H -3.90186 -2.23193 -2.81468
H 0.79645 5.23069 -2.45535
H -0.85032 4.75027 -2.10451
H -2.94099 -3.47307 -2.07121
H -0.19436 6.09406 -1.10074
H -0.64875 0.20108 -5.40108
H 5.43239 2.75326 -1.89497
H -0.35256 0.14677 -3.71760
H -1.70544 1.21314 -4.24427
H 5.27141 0.98555 3.02609


No. 3
Molecular formula: C7H18KO9
Method: DFT, wB97M-V/def2-TZVPD

Values from the calculation:
**Highest occupied orbital energy (alpha / beta)**: -0.22652 / -0.21260 Eh
**2S+1**: 2
**F_max**: 0.3682 Eh/bohr
**<S²>**: 0.770
**Gap between HOMO and LUMO (alpha / beta)**: 5.967 / 5.587 eV

Element x y z (Å)
K 25.50442 9.54241 19.54247
O 27.54495 12.00306 18.63159
O 23.13991 8.78861 17.76876
O 27.02530 8.13187 22.36322
O 24.71427 11.75560 17.99416
O 28.72464 7.86046 22.45873
O 24.85358 6.66244 19.12108
O 22.32502 13.07825 19.22246
O 27.91893 8.78451 20.94512
O 23.56052 10.81959 20.85344
C 21.74938 12.35444 20.36105
C 26.90148 12.65849 17.61077
C 25.43418 12.98162 17.87929
C 23.50699 6.47585 18.52494
C 23.29198 7.45569 17.36784
C 27.89943 7.78774 21.60935
C 22.74131 11.85676 21.37380
H 25.01303 13.59070 17.07944
H 20.88546 11.78849 20.01256
H 23.83266 11.96999 18.30785
H 22.33561 11.69647 22.37270
H 23.42995 12.67911 21.56774
H 26.99134 11.91197 16.82163
H 22.76636 6.61256 19.31289
H 22.34965 7.06846 16.98033
H 23.29936 5.48201 18.12834
H 25.35413 5.86987 18.91404
H 22.85565 13.77246 19.62007
H 24.07503 7.24600 16.63917
H 21.26822 13.20022 20.85222
H 27.34472 12.32407 19.51390
H 23.03018 9.28987 16.95741
H 23.98269 10.32456 21.55936
H 25.33516 13.49347 18.83653
H 27.57883 13.50483 17.49677


Question: Number 1 is which compound?
Answer: C7H18ClIO2PZr


Question: What is the F_max in the second record?
Answer: 0.2307 Eh/bohr